# 1
An isolated ion of composition C3H9BrP and charge +1 in a non-equilibrium geometry, computed with ωB97M-V/def2-TZVPD.

Geometry (Å):
C1 0.034 0.882 1.483
C2 -0.630 0.837 -1.533
C3 -0.003 -1.653 0.119
P1 0.386 0.153 -0.182
Br1 3.086 -0.119 -0.699
H1 0.552 0.276 2.255
H2 -1.043 0.600 1.582
H3 0.274 1.936 1.537
H4 -1.630 1.092 -1.115
H5 -0.659 0.148 -2.349
H6 -0.148 1.815 -1.837
H7 0.889 -2.293 0.333
H8 -0.492 -2.047 -0.704
H9 -0.617 -1.627 1.111

The energy relative to the best compared isomer or geometry (same formula, charge and spin) is 16.8 kcal per mole. The calculation puts the HOMO-LUMO gap at 8.05 eV. The total energy comes out at -82580.4839 eV. As for the total charge: +1.

Here are the Mulliken charges for atoms 1 to 4, given in e:
1. C -0.990
2. C -0.883
3. C -0.912
4. P 0.632

=====

# 2
C3H9Cl2NO7P2 as an isolated structure in a non-equilibrium geometry, computed with ωB97M-V/def2-TZVPD.

Geometry (Å):
N1 -0.371 -1.189 -3.232
C1 0.253 -0.472 -2.398
C2 -0.352 0.667 -1.611
O1 0.265 0.824 -0.332
P1 -0.241 -0.021 0.907
O2 0.699 -0.135 2.001
O3 -1.630 0.604 1.357
O4 -0.699 -1.426 0.234
P2 0.014 -2.848 0.530
O5 -0.007 -3.295 1.907
O6 1.445 -2.676 -0.126
O7 -0.772 -3.807 -0.469
H1 -1.352 -0.905 -3.297
H2 1.311 -0.658 -2.208
H3 -1.434 0.531 -1.521
H4 -0.201 1.594 -2.166
H5 -2.365 0.263 0.836
H6 1.764 -3.496 -0.518
H7 -1.610 -3.434 -0.757
C3 1.170 4.052 2.114
Cl1 1.102 2.286 2.064
Cl2 -0.247 4.752 2.921
H8 2.055 4.353 2.662
H9 1.202 4.438 1.101

The calculation puts the HOMO-LUMO gap at 10.41 eV. The total energy comes out at -62707.3224 eV. As for the total charge: 0.

Here are the Mulliken charges for atoms 1 to 4, given in e:
1. N -0.636
2. C -0.009
3. C -0.441
4. O -0.191

=====

# 3
A 2-piece molecular cluster, C3H9Cl2NP overall in a non-equilibrium geometry, computed with ωB97M-V/def2-TZVPD.

Geometry (Å):
C1 0.445 -1.083 -1.352
C2 0.185 -1.609 1.040
C3 -0.659 2.990 0.304
N1 -0.308 -1.135 -0.139
P1 -1.518 0.075 -0.110
Cl1 -2.830 -0.581 -1.457
Cl2 -2.507 -0.075 1.614
H1 0.959 -2.025 -1.714
H2 -0.182 -0.905 -2.212
H3 1.286 -0.357 -1.502
H4 0.343 -2.703 1.148
H5 1.162 -1.102 1.544
H6 -0.552 -1.403 1.922
H7 -1.054 3.597 -0.523
H8 0.457 2.864 0.147
H9 -1.158 2.798 1.229

The energy relative to the best compared isomer or geometry (same formula, charge and spin) is 85.6 kcal per mole. The calculation puts the HOMO-LUMO gap (spin up / spin down) at 8.18 / 5.80 eV. The total energy comes out at -39071.1229 eV. As for the total charge: +1.

Here are the Mulliken charges for atoms 1 to 4, given in e:
1. C -0.875
2. C -0.721
3. C -0.737
4. N 0.146

=====

# 4
A 2-piece molecular cluster, C3H9ClN2 overall in a non-equilibrium geometry, computed with ωB97M-V/def2-TZVPD.

Geometry (Å):
C1 -1.755 0.605 0.401
C2 -0.950 -1.147 -1.139
C3 2.241 0.849 0.456
N1 -0.792 0.162 -0.596
N2 1.234 -0.049 1.006
Cl1 1.511 -1.714 0.969
H1 -1.530 1.522 0.852
H2 -2.552 0.795 -0.282
H3 -2.161 -0.146 1.131
H4 -0.058 -1.674 -0.809
H5 -1.867 -1.605 -0.851
H6 -0.962 -0.933 -2.350
H7 2.776 0.454 -0.411
H8 1.819 1.827 0.288
H9 3.046 1.055 1.335

The energy relative to the best compared isomer or geometry (same formula, charge and spin) is 117.6 kcal per mole. The calculation puts the HOMO-LUMO gap (spin up / spin down) at 8.28 / 9.63 eV. The total energy comes out at -18754.2788 eV. As for the total charge: 0.

Here are the Mulliken charges for atoms 1 to 4, given in e:
1. C -0.816
2. C -0.540
3. C -0.610
4. N -0.253

=====

# 5
A 2-piece molecular cluster, C3H9ClN3O2S overall in a non-equilibrium geometry, computed with ωB97M-V/def2-TZVPD.

Geometry (Å):
C1 1.437 0.815 0.793
C2 2.086 -0.490 0.268
C3 0.231 0.655 -1.343
N1 0.745 1.403 -0.351
N2 0.395 -0.605 -1.367
N3 1.063 -1.287 -0.329
O1 -3.572 -1.354 0.846
O2 -1.292 -0.238 1.072
S1 -2.673 0.076 0.847
Cl1 -2.920 0.566 -1.094
H1 0.731 0.682 1.650
H2 2.039 1.604 1.221
H3 2.974 -0.220 -0.387
H4 2.547 -1.069 1.163
H5 -0.083 1.202 -2.218
H6 0.204 2.244 -0.107
H7 0.045 -1.167 -2.066
H8 0.526 -1.644 0.444
H9 -4.483 -1.171 0.958

The energy relative to the best compared isomer or geometry (same formula, charge and spin) is 0.0 kcal per mole. The calculation puts the HOMO-LUMO gap at 10.56 eV. The total energy comes out at -35171.8388 eV. As for the total charge: +1.

Here are the Mulliken charges for atoms 1 to 4, given in e:
1. C -0.376
2. C -0.612
3. C -0.376
4. N -0.146

=====

# 6
A 2-piece molecular cluster, C3H9ClOSi overall in a non-equilibrium geometry, computed with ωB97M-V/def2-TZVPD.

Geometry (Å):
C1 0.772 0.656 -1.621
C2 0.334 -1.923 0.473
C3 0.071 1.201 1.328
O1 -1.595 -0.665 -0.236
Si1 -0.167 -0.088 -0.085
Cl1 -3.527 0.682 -0.876
H1 -0.053 1.200 -2.077
H2 1.527 1.365 -1.197
H3 1.269 -0.043 -2.256
H4 1.376 -1.905 0.793
H5 -0.325 -2.137 1.411
H6 0.132 -2.479 -0.474
H7 0.521 0.660 2.155
H8 0.581 2.022 0.989
H9 -0.918 1.454 1.673

The energy relative to the best compared isomer or geometry (same formula, charge and spin) is 144.3 kcal per mole. The calculation puts the HOMO-LUMO gap (spin up / spin down) at 6.36 / 6.36 eV. The total energy comes out at -25701.5349 eV. As for the total charge: 0.

Here are the Mulliken charges for atoms 1 to 4, given in e:
1. C -0.997
2. C -0.912
3. C -1.101
4. O -0.357